# 1
{
  "formula": "C4H7NO",
  "method": "ωB97M-V/def2-TZVPD",
  "species": ["O", "C", "N", "C", "C", "C", "H", "H", "H", "H", "H", "H", "H"],
  "positions_angstrom": [[2.39587, -1.56563, -0.38930], [1.68959, -0.59757, -0.52664], [0.60691, -0.33144, 0.30618], [-0.03749, 0.91880, 0.36612], [-0.93893, 1.24331, 1.28604], [-0.94906, -0.82404, -1.51970], [1.80442, 0.14564, -1.33042], [0.57829, -0.92027, 1.13309], [0.21474, 1.57258, -0.46354], [-1.20978, 0.56420, 2.09103], [-1.45333, 2.19434, 1.22897], [-1.86105, -0.51174, -0.95968], [-0.84019, -1.88817, -1.22214]],
  "atomic_forces_ev_per_a": [[-0.3111, 0.3855, -0.0262], [0.0895, -0.1678, -0.0055], [-0.1268, -0.1185, -0.0835], [-0.1516, 0.1444, 0.0578], [0.1322, 0.0097, -0.0630], [-0.0006, -0.2185, 0.2544], [0.0018, -0.0534, 0.0728], [-0.1395, 0.0177, -0.1659], [-0.0399, -0.0572, 0.1283], [0.0406, 0.0948, -0.1272], [0.1406, -0.0834, 0.0574], [0.3323, -0.0363, 0.0011], [0.0325, 0.0830, -0.1006]],
  "lumo_energy_ev": -0.399,
  "charge": 0,
  "orbital_gap_ev": 8.87
}

=====

# 2
{
  "formula": "C4H9N3O",
  "method": "ωB97M-V/def2-TZVPD",
  "species": ["C", "N", "C", "C", "N", "N", "C", "O", "H", "H", "H", "H", "H", "H", "H", "H", "H"],
  "positions_angstrom": [[-1.78228, -0.77491, 0.35651], [0.11626, 1.90293, 0.68974], [0.58913, 0.12949, -0.45439], [-0.51183, -0.38516, -0.23325], [0.24426, 1.88031, 2.05625], [1.85335, 0.37392, -0.79835], [0.45588, -1.96639, -1.80205], [1.43429, -1.91097, -2.49273], [-0.85444, 2.12911, 0.47858], [1.19772, 1.67418, 2.32734], [-0.41189, 1.29635, 2.57448], [2.19375, -0.19201, -1.57271], [2.11641, 1.34781, -0.75308], [-0.28519, -2.80982, -1.94331], [-1.92182, -1.85352, 0.24619], [-2.63594, -0.27797, -0.11100], [-1.79767, -0.56336, 1.43179]],
  "atomic_forces_ev_per_a": [[-0.1853, -0.2476, -0.0372], [0.5635, 1.1345, 0.3777], [-1.8737, -0.2045, 0.9951], [1.6463, 0.3639, -0.6104], [-0.0495, -0.2056, 0.0395], [0.2270, 0.0536, -0.0843], [0.6251, -1.0706, -0.8809], [-0.7866, 0.1737, 0.5933], [-0.0384, -0.2907, -0.0053], [-0.1320, -0.0274, -0.0792], [0.0676, 0.0975, -0.1386], [0.0191, 0.1991, 0.1120], [-0.0381, -0.0850, -0.1837], [-0.0232, 0.1296, -0.0424], [-0.0833, 0.0138, 0.0263], [0.0495, -0.0320, 0.0247], [0.0121, -0.0020, -0.1063]],
  "lumo_energy_ev": [0.835, 0.854],
  "charge": 0,
  "orbital_gap_ev": [7.53, 7.93]
}

=====

# 3
{
  "formula": "C10H25AlBr3FN3O4P",
  "method": "ωB97M-V/def2-TZVPD",
  "species": ["Al", "F", "C", "Br", "Br", "Br", "H", "O", "P", "N", "C", "C", "N", "C", "C", "N", "C", "C", "H", "H", "H", "H", "H", "H", "H", "H", "H", "H", "H", "H", "H", "H", "H", "H", "H", "H", "C", "O", "C", "O", "O", "C", "H", "H", "H", "H", "H", "H"],
  "positions_angstrom": [[-1.42547, 2.00860, 1.91813], [0.01412, -0.29317, 1.63184], [0.65186, -3.58159, 1.94784], [2.49572, -3.03958, 1.77786], [0.21360, -4.20765, 3.75078], [0.14503, -4.88927, 0.64159], [0.00265, -2.73320, 1.77670], [-0.80443, 1.24116, -1.05855], [-0.57795, 0.34672, -2.16394], [0.36442, -1.01102, -1.66406], [0.00674, -1.63675, -0.41552], [1.59065, -1.40811, -2.28304], [0.13563, 0.84514, -3.54229], [1.27104, 1.74355, -3.30241], [-0.60558, 1.20305, -4.74946], [-1.94549, -0.49976, -2.61450], [-3.30125, 0.02420, -2.43052], [-1.91936, -1.68408, -3.48564], [-0.96406, -2.12854, -0.51779], [-0.12131, -0.80139, 0.36723], [0.78366, -2.27700, -0.00905], [2.31774, -0.57954, -2.22745], [1.43612, -1.46201, -3.37001], [2.00327, -2.34399, -1.92556], [0.96632, 2.79173, -3.30390], [1.70850, 1.67760, -2.29537], [2.16121, 1.60405, -3.91615], [-0.76116, 2.28067, -4.80404], [-0.35437, 0.66522, -5.65957], [-1.66937, 0.93200, -4.64434], [-3.95825, -0.50582, -1.74452], [-3.17823, 1.09149, -2.25068], [-3.75372, 0.00680, -3.43028], [-0.93148, -2.14592, -3.54999], [-2.12980, -1.40076, -4.51721], [-2.56410, -2.42831, -3.02008], [0.78595, 4.14269, 6.13677], [1.47639, 2.87872, 6.03937], [1.06212, 1.95292, 5.21753], [0.08320, 2.02971, 4.50896], [1.80921, 0.88398, 5.39389], [1.42137, -0.38397, 4.88215], [1.55477, 4.79626, 6.54022], [-0.00782, 4.06384, 6.87188], [0.52972, 4.47458, 5.13631], [0.90790, -0.35132, 3.91966], [0.77268, -0.87382, 5.61229], [2.30162, -1.01812, 4.82492]],
  "atomic_forces_ev_per_a": [[0.6372, -0.4106, 0.4590], [-0.5785, -0.3130, -2.0307], [-0.2928, -0.3098, 1.0221], [-0.2255, -0.0668, 0.0261], [0.2837, 0.2613, -0.6526], [0.0187, -0.1228, -0.2570], [0.2108, 0.1314, 0.2578], [0.3137, 1.0080, 1.6815], [-3.2283, -0.6973, -3.5895], [0.5458, -2.3668, 4.0740], [1.5977, -1.4130, -5.3587], [0.6401, 0.5764, -0.5395], [0.9831, 0.2181, 0.4757], [1.1710, 0.7956, 1.0398], [-2.5724, -0.2721, 0.2702], [0.8480, -0.4090, 0.2666], [0.4788, 1.1003, -1.0449], [0.9883, 0.2009, 0.1991], [-0.6146, 0.5841, 0.6860], [-0.3012, 2.6520, 3.6970], [0.1308, 0.0955, -0.4263], [0.0237, -0.1434, 0.1975], [-0.2845, -0.0137, 0.0416], [-0.1590, 0.0292, 0.3593], [-0.1240, -0.0457, -0.5029], [-0.4715, -0.5153, 0.1447], [-0.4936, -0.1930, -0.6600], [0.9358, 0.0816, -0.5062], [0.8998, 0.4397, 0.0104], [0.2485, -0.3593, 0.3210], [0.3196, -0.0249, 0.2442], [-0.5101, -0.0674, 0.6883], [-0.1895, -0.2270, 0.1630], [0.1102, 0.1078, 0.2698], [-0.7046, -0.2454, 0.0808], [-0.3253, -0.0561, -0.5511], [1.0288, -0.1803, -0.0521], [0.4720, 0.1773, 0.2184], [-0.4261, -0.3611, 1.0247], [-0.8036, 0.0766, -1.3686], [0.7140, -0.1223, -0.1713], [-0.5212, -0.6251, 0.2023], [-0.1172, 0.1473, -0.0164], [-0.3601, -0.0273, -0.3513], [-0.5122, 0.0956, 0.1438], [0.1510, 0.2860, 0.0253], [-0.1703, 0.1834, -0.0541], [0.2350, 0.3404, -0.1567]],
  "lumo_energy_ev": -11.456,
  "charge": 2,
  "orbital_gap_ev": 3.81
}

=====

| no. | strongest force on any atom (hartree/bohr) |
| --- | --- |
| 1 | 0.00965 |
| 2 | 0.04145 |
| 3 | 0.11216 |